Entry from the OMol25 dataset: an isolated molecule of C3H3N3O2 at a distorted geometry (ωB97M-V/def2-TZVPD).

Last column: Löwdin charge in e.
CARTESIAN COORDINATES (ANGSTROEM)
C: 1.1175 -0.3032 0.0869  -0.372
C: 0.2366 1.6335 0.0204  -0.119
C: -1.1999 -0.4139 -0.1433  -0.366
H: 2.1964 -2.0079 0.2114  0.138
H: 0.3333 2.6767 0.3765  0.130
H: -2.9978 -0.2465 -0.2492  0.102
N: 1.3357 0.9297 0.0819  0.148
N: -1.0197 1.0373 -0.3086  0.089
N: -2.3717 -1.1001 0.1966  0.084
O: 2.3060 -1.0819 -0.1529  0.062
O: 0.0636 -1.1236 -0.1199  0.103

Results
Gap between HOMO and LUMO, eV: 8.633
Energy relative to the best compared isomer or geometry (same formula, charge and spin), kJ/mol: 428.5
LUMO, eV: -0.9
Calculated total energy, hartree: -430.75778
Max |F|, eV Å⁻¹: 8.37


Entry from the OMol25 dataset: an isolated molecule of C3H10N2 (ωB97M-V/def2-TZVPD).

Last column: Löwdin charge in e.
CARTESIAN COORDINATES (ANGSTROEM)
C: -0.1840 -0.3301 0.4647  -0.478
C: 0.8160 0.2363 -0.5632  -0.281
C: -0.8267 -1.6055 -0.0741  -0.079
N: -1.2399 0.5986 0.8346  0.027
N: 1.5755 1.3361 0.0120  -0.014
H: 0.3700 -0.5579 1.3812  0.135
H: -0.8522 1.4127 1.2971  0.060
H: -1.7404 0.9090 0.0071  0.073
H: 2.2920 1.6485 -0.6336  0.063
H: 0.9687 2.1287 0.1982  0.054
H: 1.5274 -0.5484 -0.8313  0.111
H: 0.2627 0.5201 -1.4777  0.112
H: -1.3388 -1.4029 -1.0129  0.073
H: -0.0754 -2.3713 -0.2445  0.072
H: -1.5547 -1.9739 0.6424  0.073

Results
Gap between HOMO and LUMO, eV: 10.261
Energy relative to the best compared isomer or geometry (same formula, charge and spin), kJ/mol: 3.6
LUMO, eV: 1.1
Calculated total energy, hartree: -229.80789
Max |F|, eV Å⁻¹: 0.54


Entry from the OMol25 dataset: a structure of composition C3H5FO2S at a distorted geometry (ωB97M-V/def2-TZVPD).

Last column: Löwdin charge in e.
CARTESIAN COORDINATES (ANGSTROEM)
C: 0.6528 1.0154 -0.6622  -0.106
C: -0.5717 0.2834 -0.1177  -0.471
C: -0.3941 -0.4640 1.6562  0.064
O: -0.1884 -0.5647 -2.7028  -0.266
O: 0.9974 -1.6711 -0.8661  -0.278
F: -1.7512 0.9243 -0.1517  0.034
S: 0.2820 -0.5706 -1.3835  0.671
H: 0.5681 1.9310 -1.1696  0.093
H: 1.4204 0.8835 0.0735  0.085
H: -0.9199 -1.3578 1.2940  0.048
H: -0.7872 0.3252 2.3523  0.073
H: 0.6918 -0.7346 1.6776  0.054

Results
Gap between HOMO and LUMO, eV: 10.615
Energy relative to the best compared isomer or geometry (same formula, charge and spin), kJ/mol: 378.3
LUMO, eV: 0.7
Calculated total energy, hartree: -765.69237
Max |F|, eV Å⁻¹: 4.92


Entry from the OMol25 dataset: a cluster of 2 separate species, C10H16O in total at a distorted geometry (ωB97M-V/def2-TZVPD).

Last column: Löwdin charge in e.
CARTESIAN COORDINATES (ANGSTROEM)
C: 1.6122 -0.5339 1.3354  -0.312
C: 1.1802 0.6010 2.2470  -0.130
C: 0.8825 -1.8333 1.6573  -0.111
H: 2.7061 -0.5034 1.3570  0.105
H: 1.3246 -0.2839 0.3135  0.057
H: 1.3714 0.3980 3.2983  0.066
H: 1.7325 1.5278 2.0845  0.071
H: 1.0736 -2.1410 2.6901  0.069
H: 1.2194 -2.6609 1.0323  0.065
H: 0.0980 0.7571 2.1962  0.065
H: -0.1946 -1.7527 1.5093  0.069
C: 0.7542 -0.6026 -2.8472  -0.060
C: 0.2118 1.1535 -1.1510  -0.050
C: -0.2386 0.0141 -1.9042  -0.295
C: -0.7042 1.7586 -0.3274  -0.038
C: -1.5120 -0.4167 -1.7643  -0.050
C: -1.9642 1.2075 -0.0707  -0.325
C: -2.3669 0.0786 -0.7249  -0.016
O: -2.6403 1.8013 0.9803  0.044
H: 1.2288 1.5078 -1.1222  0.116
H: -0.4554 2.6937 0.1582  0.123
H: 0.8430 -0.2072 -3.8620  0.078
H: 0.6717 -1.6872 -2.9184  0.076
H: -1.9332 -1.2787 -2.2593  0.110
H: -3.3512 -0.3726 -0.7275  0.110
H: -3.3013 1.1785 1.2536  0.089
H: 1.7520 -0.4033 -2.4339  0.073

Results
Gap between HOMO and LUMO, eV: 9.388
Energy relative to the best compared isomer or geometry (same formula, charge and spin), kJ/mol: 119.1
LUMO, eV: 0.9
Calculated total energy, hartree: -465.85244
Max |F|, eV Å⁻¹: 2.50


Entry from the OMol25 dataset: a structure of composition C33H30N5OSTl at a distorted geometry (ωB97M-V/def2-TZVPD).

Last column: Löwdin charge in e.
CARTESIAN COORDINATES (ANGSTROEM)
Tl: -0.6511 0.6467 0.1260  0.725
C: 0.5652 -2.8398 -0.6332  -0.109
N: 0.5184 -2.1082 0.6162  -0.275
C: -0.2524 -2.8873 1.5771  -0.127
C: 1.8276 -1.8321 1.1362  -0.212
C: 2.5999 -0.8062 0.3174  -0.279
C: 3.9603 -0.9860 0.0811  -0.093
C: 4.7395 0.0039 -0.4936  -0.149
C: 4.1003 1.1675 -0.8685  -0.162
C: 2.7323 1.3130 -0.7353  -0.185
C: 1.9205 0.3574 -0.1242  -0.227
H: 0.9919 -3.8470 -0.4550  0.078
H: 1.1503 -2.3011 -1.3687  0.055
H: -0.4315 -2.9531 -1.0662  0.077
H: 0.2800 -3.8361 1.8042  0.074
H: -1.2361 -3.1474 1.1762  0.083
H: -0.3773 -2.3535 2.5107  0.060
H: 2.4309 -2.7571 1.2481  0.111
H: 1.6763 -1.3982 2.1335  0.108
H: 4.4149 -1.9388 0.3719  0.090
H: 5.7897 -0.1350 -0.6761  0.072
H: 4.6900 1.9732 -1.3015  0.078
H: 2.2948 2.2382 -1.0997  0.063
O: -1.5386 -0.9145 -1.9259  -0.211
C: -1.9990 -1.0451 -3.0853  -0.401
C: -3.4406 -1.2095 -3.2718  -0.030
C: -3.9988 -1.5157 -4.5013  -0.159
C: -3.2016 -1.5970 -5.6346  -0.185
C: -1.8454 -1.3291 -5.5368  -0.108
C: -1.2298 -1.0392 -4.3258  -0.098
C: 0.2011 -0.7503 -4.3360  -0.294
N: 1.1078 -1.0394 -3.4298  0.132
C: 2.3091 -0.5607 -3.8949  -0.148
C: 2.1473 -0.0136 -5.1374  -0.125
N: 0.7884 -0.1315 -5.4099  0.074
H: -4.0236 -1.1523 -2.3672  0.086
H: -5.0782 -1.6818 -4.5658  0.082
H: -3.6181 -1.8832 -6.6045  0.069
H: -1.2293 -1.3654 -6.4340  0.089
H: 3.2056 -0.6001 -3.3118  0.082
H: 2.8321 0.5063 -5.7723  0.074
H: 0.2981 0.2384 -6.1981  0.126
S: -0.7025 1.0246 5.4901  1.029
C: 0.9443 1.3309 5.0783  -0.504
C: 1.9810 1.7728 5.8900  -0.127
C: 3.2138 2.0367 5.3233  -0.126
C: 3.4281 1.8535 3.9581  -0.087
C: 2.4093 1.3720 3.1527  0.006
C: 1.1566 1.1158 3.7009  -0.285
N: 0.0314 0.6514 3.0375  0.065
C: -1.0038 0.5230 3.7988  -0.489
C: -2.3570 0.0452 3.3430  -0.295
C: -3.4681 0.3034 4.1393  -0.127
C: -4.7354 0.0413 3.6605  -0.136
C: -4.8384 -0.5684 2.4053  -0.151
C: -3.7482 -0.8853 1.6692  -0.174
C: -2.4331 -0.5582 2.0606  -0.159
H: 1.7937 1.9016 6.9528  0.093
H: 4.0183 2.3942 5.9358  0.081
H: 4.3896 2.0836 3.5348  0.093
H: 2.5776 1.1996 2.1080  0.089
H: -3.3948 0.8159 5.0981  0.068
H: -5.5688 0.2744 4.3075  0.074
H: -5.8208 -0.8399 2.0372  0.079
H: -3.8835 -1.3584 0.6947  0.079
C: -1.8779 5.1247 -0.7367  -0.079
C: -0.9790 4.2680 -1.4725  -0.313
N: -0.2504 3.5804 -2.0310  0.154
H: -2.8432 5.1425 -1.2350  0.079
H: -1.4783 6.1324 -0.7026  0.072
H: -1.9812 4.7329 0.2677  0.079

Results
Gap between HOMO and LUMO, eV: 4.312
Energy relative to the best compared isomer or geometry (same formula, charge and spin), kJ/mol: 56.3
LUMO, eV: 4.1
Calculated total energy, hartree: -2195.13305
Max |F|, eV Å⁻¹: 1.83
Net charge: -2


Entry from the OMol25 dataset: an isolated molecule of C4H7NO (ωB97M-V/def2-TZVPD).

Last column: Löwdin charge in e.
CARTESIAN COORDINATES (ANGSTROEM)
O: -2.8901 -0.5062 1.0544  0.045
C: -1.6988 -0.5348 0.8566  -0.242
C: -0.8432 0.6907 0.5645  -0.145
N: 0.4032 0.5618 -0.1400  -0.153
C: 0.8660 -0.0079 -1.3552  -0.144
C: 1.5907 -0.2242 -0.0597  -0.140
H: -1.1432 -1.4913 0.9066  0.120
H: -0.5836 1.1600 1.5246  0.132
H: -1.4684 1.4329 0.0515  0.129
H: 1.2071 0.7118 -2.1034  0.102
H: 0.4395 -0.9151 -1.7762  0.098
H: 1.6368 -1.2417 0.3566  0.104
H: 2.4841 0.3640 0.1197  0.094

Results
Gap between HOMO and LUMO, eV: 9.779
Energy relative to the best compared isomer or geometry (same formula, charge and spin), kJ/mol: 283.9
LUMO, eV: 1.0
Calculated total energy, hartree: -286.52352
Max |F|, eV Å⁻¹: 0.66


Entry from the OMol25 dataset: a cluster of 2 separate species, C4H11N2O in total at a distorted geometry (ωB97M-V/def2-TZVPD).

Last column: Löwdin charge in e.
CARTESIAN COORDINATES (ANGSTROEM)
C: -1.1860 -0.2117 -1.2997  0.009
N: 1.8970 0.6882 -0.6819  -0.166
C: 2.0429 0.1633 0.6568  -0.517
O: 1.9325 -1.2874 0.5240  -0.160
C: -1.3679 -0.3181 0.1849  -0.449
C: -1.2021 1.2887 -0.3565  -0.083
N: -2.5557 -0.4798 0.9312  -0.108
H: -2.0002 -0.3202 -1.9774  0.079
H: -0.1825 -0.4590 -1.5846  0.061
H: 1.9339 1.7267 -0.7035  -0.059
H: 3.0098 0.2492 1.1005  0.053
H: 1.2852 0.3897 1.3959  0.059
H: -0.4837 -0.5391 0.6564  0.055
H: -0.2009 1.3894 0.0693  0.044
H: -2.0047 1.7287 0.3282  0.117
H: -1.3107 1.9564 -1.2501  0.106
H: 1.9426 -1.3958 -0.4099  0.009
H: -2.5599 -1.4185 1.3251  -0.051

Results
Gap between HOMO and LUMO, eV: 6.242
Energy relative to the best compared isomer or geometry (same formula, charge and spin), kJ/mol: 587.7
LUMO, eV: 4.0
Calculated total energy, hartree: -343.54734
Max |F|, eV Å⁻¹: 5.66
Net charge: -1


Entry from the OMol25 dataset: an isolated molecule of C4H7N3O at a distorted geometry (ωB97M-V/def2-TZVPD).

Last column: Löwdin charge in e.
CARTESIAN COORDINATES (ANGSTROEM)
C: -0.7194 0.5801 -0.2919  -0.248
C: -1.8294 -0.3950 -0.5300  -0.040
C: -0.5344 -1.2336 -0.3590  -0.217
C: 0.8065 0.4857 -0.5412  -0.461
H: -0.1016 1.3571 1.6833  0.209
H: -2.5040 -0.2951 0.3669  0.138
H: -2.2348 -0.6087 -1.4743  0.088
H: -0.1431 -1.6739 -1.3301  0.151
H: -0.3470 -1.2700 1.5888  0.155
H: 2.3288 -0.5744 0.6674  0.187
H: 1.2635 2.1593 -1.5711  0.066
N: 0.3212 -1.4703 0.7330  -0.016
N: 1.2681 -0.3250 0.4811  -0.013
N: 1.6110 1.3839 -0.9662  0.112
O: -0.8754 0.8954 1.0833  -0.109

Results
Gap between HOMO and LUMO, eV: 8.502
Energy relative to the best compared isomer or geometry (same formula, charge and spin), kJ/mol: 663.8
LUMO, eV: 0.8
Calculated total energy, hartree: -395.89560
Max |F|, eV Å⁻¹: 4.68